DFT (ωB97M-V with the def2-TZVPD basis set) results for a cluster of 7 separate species, C35H82BNO14 in total in a non-equilibrium geometry.

Values from the calculation:
HOMO energy	-9.21	eV
HOMO-LUMO gap	9.377	eV
LUMO level	0.2	eV
SMILES	[H]/N=C\CB(CCCC(=O)O)[C@H](C)CCC.COCCOC.COCCOC.COCCOC.COCCOC.COCCOC.COCCOC

Cartesian coordinates (Å):
1 H -2.3954 2.0899 -2.7559
2 N -3.2259 1.4301 -2.8467
3 C -2.7081 0.2495 -3.3905
4 C -1.0991 0.2239 -3.7009
5 B -0.3440 -1.1939 -3.3039
6 C 0.0707 -2.1677 -4.6026
7 C 1.5086 -1.6837 -5.2579
8 C 2.7767 -1.8223 -4.2214
9 C 3.4093 -0.3689 -3.7393
10 O 4.6292 -0.4177 -3.1675
11 O 2.7562 0.9398 -3.9077
12 C 0.0552 -1.6860 -1.7864
13 C -0.0042 -3.3146 -1.5522
14 C -0.7819 -0.9683 -0.5739
15 C 0.1966 -0.2899 0.5996
16 C 0.9236 1.0053 -0.1016
17 H -3.4677 -0.6280 -3.5392
18 H -0.9812 0.3848 -4.8770
19 H -0.4935 1.1076 -3.2038
20 H 0.0650 -3.3076 -4.3406
21 H -0.7765 -2.0183 -5.4295
22 H 1.7047 -2.2905 -6.2654
23 H 1.3909 -0.5495 -5.5656
24 H 3.6476 -2.3635 -4.8291
25 H 2.5274 -2.5453 -3.3226
26 H 2.1439 1.1600 -3.1447
27 H 1.1981 -1.3793 -1.6280
28 H 1.0873 -3.7342 -1.7870
29 H -0.3866 -3.6266 -0.4809
30 H -0.7304 -3.8032 -2.3600
31 H -1.5073 -0.1119 -0.9041
32 H -1.4342 -1.7781 0.0081
33 H 0.9391 -1.0825 1.0373
34 H -0.5339 0.1524 1.4305
35 H 0.1137 1.5097 -0.8154
36 H 1.8835 0.7013 -0.7001
37 H 1.2314 1.8282 0.6791
38 C -3.2258 3.4656 4.2050
39 O -3.5756 4.3819 3.1712
40 C -2.4403 4.7996 2.4086
41 C -2.3437 4.0406 1.0803
42 O -2.0822 2.6496 1.2938
43 C -3.2571 1.8551 1.1733
44 H -4.1421 2.9919 4.5657
45 H -2.5474 2.6852 3.8498
46 H -2.7617 4.0089 5.0320
47 H -1.5157 4.6899 2.9929
48 H -2.5728 5.8642 2.1949
49 H -1.5014 4.4397 0.5073
50 H -3.2515 4.1781 0.4809
51 H -3.5146 1.7352 0.1178
52 H -4.1044 2.2934 1.7099
53 H -3.0509 0.8703 1.5996
54 C 3.8827 -5.3167 -5.8075
55 O 3.5329 -4.4005 -6.8413
56 C 4.6682 -3.9828 -7.6039
57 C 4.7648 -4.7418 -8.9321
58 O 5.0263 -6.1327 -8.7187
59 C 3.8514 -6.9273 -8.8391
60 H 2.9665 -5.7905 -5.4467
61 H 4.5611 -6.0972 -6.1627
62 H 4.3468 -4.7735 -4.9804
63 H 5.5928 -4.0925 -7.0196
64 H 4.5357 -2.9182 -7.8175
65 H 5.6071 -4.3427 -9.5052
66 H 3.8571 -4.6042 -9.5315
67 H 3.5940 -7.0472 -9.8947
68 H 3.0041 -6.4890 -8.3026
69 H 4.0576 -7.9121 -8.4128
70 C -3.9245 -4.6636 3.3822
71 O -3.3746 -5.9298 3.7358
72 C -3.0994 -6.7412 2.5910
73 C -1.6124 -6.7073 2.2207
74 O -1.2148 -5.4039 1.7827
75 C -0.5408 -4.6743 2.8024
76 H -3.8621 -4.0086 4.2547
77 H -3.3811 -4.1959 2.5568
78 H -4.9756 -4.7861 3.1088
79 H -3.7244 -6.4388 1.7387
80 H -3.3717 -7.7676 2.8536
81 H -1.4422 -7.3911 1.3837
82 H -0.9898 -7.0426 3.0587
83 H 0.4813 -5.0471 2.9082
84 H -1.0577 -4.7432 3.7647
85 H -0.5035 -3.6234 2.5053
86 C 1.4382 3.5714 4.3560
87 O 1.7512 4.6576 3.4883
88 C 1.6296 5.9250 4.1393
89 C 2.9957 6.4696 4.5716
90 O 3.5839 5.6513 5.5881
91 C 4.5748 4.7723 5.0669
92 H 1.7997 2.6498 3.8933
93 H 1.9126 3.6781 5.3352
94 H 0.3542 3.5023 4.4773
95 H 0.9428 5.8602 4.9951
96 H 1.1907 6.6162 3.4139
97 H 2.8572 7.4652 5.0036
98 H 3.6704 6.5681 3.7130
99 H 5.4919 5.3306 4.8618
100 H 4.2382 4.2717 4.1536
101 H 4.7877 4.0096 5.8200
102 C -4.2592 7.5218 -1.7661
103 O -4.7878 6.3761 -1.1039
104 C -5.3664 6.7000 0.1631
105 C -6.8940 6.7932 0.0774
106 O -7.3030 7.8925 -0.7430
107 C -7.6801 7.4781 -2.0516
108 H -4.0804 7.2595 -2.8118
109 H -4.9487 8.3697 -1.7334
110 H -3.3082 7.8023 -1.3063
111 H -4.9370 7.6298 0.5623
112 H -5.1029 5.8913 0.8510
113 H -7.2923 6.9773 1.0797
114 H -7.3264 5.8539 -0.2872
115 H -8.6710 7.0177 -2.0213
116 H -6.9612 6.7733 -2.4807
117 H -7.7218 8.3619 -2.6930
118 C 4.8266 -2.1360 6.1999
119 O 4.3556 -3.4662 6.0016
120 C 2.9406 -3.5733 6.1780
121 C 2.2055 -3.5966 4.8331
122 O 2.3411 -2.3492 4.1443
123 C 3.3300 -2.4023 3.1218
124 H 5.8410 -2.0697 5.7990
125 H 4.2018 -1.3986 5.6887
126 H 4.8563 -1.9154 7.2699
127 H 2.5645 -2.7627 6.8182
128 H 2.7535 -4.5184 6.6959
129 H 1.1374 -3.7447 5.0182
130 H 2.5549 -4.4264 4.2073
131 H 2.9356 -2.9389 2.2550
132 H 4.2491 -2.8867 3.4660
133 H 3.5704 -1.3790 2.8231